[1]
C50H56BrF10N4O4PdS2Si as an isolated structure. Source: the OMol25 dataset; level of theory: the ωB97M-V functional and the def2-TZVPD basis.

The relative energy (zero: lowest compared OMol25 entry of this formula, charge and spin) comes out at 28.0 kcal/mol. The calculation puts the lowest unoccupied orbital energy (alpha / beta) at -2.095 / -5.372 eV. For the molar mass, the calculation gives 1245.55 g mol⁻¹. The expectation value of S² is 6.091.

```
! wB97M-V def2-TZVPD RIJCOSX def2/J DEFGRID3
* xyz 1 5
Pd -0.4364 0.0640 -1.6126
C 0.4241 -2.1188 -3.5656
N -0.8721 -1.6687 -3.0275
C -1.4668 -2.6550 -2.1187
C -2.6828 -2.0693 -1.4282
N -2.3847 -0.7429 -0.8815
C -3.3138 -0.1006 -0.1627
C -4.6661 -0.5271 0.0567
F -5.1342 -1.6393 -0.4980
C -5.5476 0.1969 0.8137
F -6.7938 -0.2197 0.9639
C -5.1444 1.3814 1.4285
F -5.9942 2.0583 2.1577
C -3.8411 1.8354 1.2712
F -3.4588 2.9410 1.8800
C -2.9628 1.1226 0.4979
F -1.7349 1.5628 0.4055
C -1.7797 -1.2733 -4.1301
C -1.9753 0.2407 -4.1973
N -0.7602 0.8409 -3.6953
C -0.2377 1.9610 -4.1610
C 1.1121 2.2722 -3.7893
F 1.7904 1.3637 -3.1262
C 1.7300 3.4364 -4.1538
F 2.9755 3.6896 -3.8009
C 1.0284 4.3635 -4.9201
F 1.5902 5.4988 -5.2502
C -0.2779 4.0954 -5.3417
F -0.9252 5.0043 -6.0503
C -0.8837 2.9199 -5.0018
F -2.1414 2.7284 -5.3881
H 0.2887 -3.0103 -4.1875
H 0.8533 -1.3237 -4.1725
H 1.1032 -2.3494 -2.7501
H -1.7666 -3.5652 -2.6520
H -0.7025 -2.9264 -1.3899
H -3.5204 -1.9829 -2.1231
H -3.0020 -2.7524 -0.6400
H -1.3565 -1.6370 -5.0670
H -2.7466 -1.7592 -4.0127
H -2.2160 0.5331 -5.2159
H -2.8051 0.5477 -3.5495
O -0.7241 3.1204 -1.6413
S -0.6702 4.6200 -1.6802
C -2.3662 5.2531 -1.3922
C -3.5033 4.2646 -1.5116
C -4.6244 4.4820 -0.7119
C -5.7574 3.6897 -0.8348
C -5.7856 2.6544 -1.7599
C -4.6695 2.4201 -2.5514
C -3.5368 3.2152 -2.4283
C 0.1758 5.1742 -0.1582
C -0.5891 5.1806 1.1281
C -1.1784 6.3543 1.5957
C -1.8567 6.3711 2.8055
C -1.9405 5.2141 3.5691
C -1.3474 4.0449 3.1155
C -0.6814 4.0289 1.8995
H -2.4888 6.0504 -2.1291
H -2.3864 5.7043 -0.4030
H -4.6118 5.2880 0.0132
H -6.6210 3.8887 -0.2125
H -6.6758 2.0475 -1.8738
H -4.6943 1.6287 -3.2931
H -2.6777 3.0251 -3.0532
H 0.5538 6.1684 -0.4096
H 1.0291 4.4889 -0.1245
H -1.0801 7.2713 1.0232
H -2.3036 7.2912 3.1601
H -2.4512 5.2314 4.5231
H -1.3909 3.1427 3.7137
H -0.2120 3.1185 1.5504
C 3.0482 -2.0216 3.3933
C 3.8930 -2.6427 2.2676
C 4.9888 -3.5112 2.9130
C 4.5616 -1.4683 1.5318
Si 2.8138 -3.7069 1.1093
Br 1.6709 -2.1499 -0.1525
C 1.4077 -4.6735 1.9809
C 1.9880 -5.5195 3.1296
C 0.6933 -5.6167 1.0025
C 0.3255 -3.7494 2.5636
C 3.7848 -4.7269 -0.1869
C 4.9988 -3.9386 -0.7022
C 2.9492 -5.0879 -1.4257
C 4.2882 -6.0354 0.4508
H 3.6894 -1.3575 3.9812
H 2.6368 -2.7670 4.0758
H 2.2262 -1.4149 2.9989
H 5.5493 -2.8956 3.6238
H 5.7047 -3.8938 2.1851
H 4.5821 -4.3602 3.4679
H 5.1069 -0.8629 2.2606
H 3.8337 -0.8084 1.0590
H 5.2724 -1.7873 0.7711
H 2.7527 -6.2208 2.7906
H 1.1836 -6.1080 3.5840
H 2.4226 -4.9025 3.9172
H 1.3367 -6.4217 0.6474
H 0.3018 -5.0806 0.1326
H -0.1545 -6.0826 1.5162
H 0.7054 -3.0613 3.3163
H -0.4397 -4.3727 3.0399
H -0.1610 -3.1579 1.7846
H 4.7059 -2.9853 -1.1489
H 5.4950 -4.5307 -1.4783
H 5.7366 -3.7405 0.0737
H 2.6149 -4.1944 -1.9559
H 2.0776 -5.6991 -1.1979
H 3.5809 -5.6606 -2.1131
H 4.8764 -5.8665 1.3551
H 4.9342 -6.5550 -0.2646
H 3.4715 -6.7145 0.7002
O 4.2492 2.0099 2.4319
S 2.9192 2.5063 2.2391
O 2.6085 3.8487 2.6357
N 2.4338 2.2603 0.6921
C 1.5006 1.3556 0.6267
O 0.9926 0.9795 -0.4822
C 1.0500 0.7881 1.9447
C 0.0563 -0.1326 2.2258
C -0.2151 -0.4281 3.5563
C 0.5006 0.1842 4.5832
C 1.5087 1.0991 4.3009
C 1.7603 1.3760 2.9723
H -0.4801 -0.6312 1.4283
H -0.9858 -1.1490 3.8016
H 0.2728 -0.0603 5.6130
H 2.0760 1.5749 5.0904
*
```


[2]
C50H57ClCsN2O6P as an isolated structure in a non-equilibrium geometry. Source: the OMol25 dataset; level of theory: the ωB97M-V functional and the def2-TZVPD basis.

The relative energy (zero: lowest compared OMol25 entry of this formula, charge and spin) comes out at 19.7 kcal/mol. The calculation puts the lowest unoccupied orbital energy at 2.862 eV. For the molar mass, the calculation gives 981.35 g mol⁻¹.

```
! wB97M-V def2-TZVPD RIJCOSX def2/J DEFGRID3
* xyz -2 1
Cs 13.2423 14.4744 13.6957
C 9.5878 15.3286 14.9076
C 9.6834 15.1868 13.3998
C 8.3818 15.5734 12.7213
C 10.0745 13.8138 12.8701
C 10.0312 12.6276 13.5860
C 10.2836 11.3925 12.9812
C 9.9570 10.2256 13.8940
C 8.4442 10.1094 14.1879
C 10.4871 8.8369 13.5552
C 10.7863 11.4316 11.6859
C 10.9633 12.6271 10.9892
C 10.5419 13.7895 11.5610
C 11.4453 12.7020 9.5271
C 12.5220 13.7432 9.2927
C 10.2579 12.9239 8.5931
C 11.0312 10.1467 10.9667
C 9.8736 9.6409 10.3291
C 9.8592 8.3894 9.7464
C 10.9898 7.6112 9.8476
C 12.1811 8.1532 10.3525
C 12.2383 9.4717 10.8879
P 13.7911 10.4166 11.3087
C 14.3982 9.5996 12.9268
C 13.5274 10.4142 13.9257
C 14.1445 8.0766 13.0943
C 15.8872 9.8030 13.1862
C 15.0152 9.9713 9.9287
C 15.3291 8.4833 9.5786
C 14.5237 10.7069 8.6619
C 16.2970 10.6954 10.3319
H 9.3855 16.3846 15.1856
H 10.5257 15.0620 15.3320
H 8.7336 14.7459 15.2628
H 10.4109 15.8686 13.0252
H 7.5780 14.8978 13.0474
H 8.4849 15.5511 11.6511
H 8.0706 16.5882 12.9707
H 9.7664 12.6888 14.6204
H 10.3646 10.4950 14.8561
H 7.9352 9.7379 13.2808
H 7.9336 11.0733 14.4712
H 8.2808 9.4505 15.0358
H 9.9668 8.3768 12.6960
H 10.2956 8.2146 14.4659
H 11.5299 8.8726 13.3547
H 10.6645 14.7543 11.0442
H 11.8697 11.7122 9.2704
H 12.2147 14.7324 9.6094
H 12.7504 13.7282 8.2239
H 13.4124 13.4852 9.8263
H 9.6852 13.8101 8.8444
H 9.5177 12.1105 8.7061
H 10.5902 12.9539 7.5690
H 8.9517 10.2133 10.2830
H 8.9838 8.0125 9.2261
H 11.0275 6.6272 9.4276
H 13.0265 7.4983 10.4091
H 12.5189 10.6154 13.5407
H 14.0255 11.3391 14.1869
H 13.4400 9.8252 14.8845
H 13.1463 7.7822 12.9677
H 14.4306 7.7530 14.0903
H 14.7599 7.5022 12.3897
H 16.2046 10.8593 13.0129
H 16.4095 9.0713 12.5491
H 16.1237 9.5445 14.2121
H 14.5675 7.9592 9.0013
H 15.5228 7.8988 10.4946
H 16.2426 8.5003 8.9761
H 13.5614 10.3350 8.2952
H 15.2599 10.4758 7.8699
H 14.5045 11.7778 8.8041
H 16.9752 10.1254 10.9465
H 16.1075 11.6218 10.8568
H 16.8517 10.9322 9.4126
Cl 21.6871 14.7885 13.4199
C 19.9972 14.2592 13.4863
C 19.6874 13.2153 14.3859
C 18.4222 12.7471 14.4246
C 17.4272 13.2526 13.5556
O 16.3252 12.6486 13.4563
C 17.7366 14.3453 12.6855
C 16.8023 14.8492 11.6933
O 15.6891 14.4414 11.3856
C 19.0586 14.8286 12.6705
H 20.4438 12.8366 15.0378
H 18.1499 11.9530 15.0806
H 17.3057 15.6774 11.0826
H 19.4029 15.5910 11.9987
O 9.1591 10.7756 19.3142
C 9.5083 11.9817 19.3812
O 9.1528 12.8843 20.1659
C 10.4942 12.4478 18.3042
C 10.7884 11.5716 17.2182
C 11.7335 11.9808 16.3062
N 12.2620 13.2125 16.3196
C 11.9759 14.0517 17.3074
C 11.0892 13.7026 18.3275
C 12.6019 15.4984 17.3534
O 12.3734 16.0370 18.4469
O 13.1736 15.9394 16.3190
H 10.3232 10.6130 17.1421
H 12.0930 11.3358 15.5248
H 10.8752 14.3517 19.1499
N 12.1517 17.0140 11.3886
C 11.4452 17.3893 10.5523
C 10.5551 17.7920 9.4702
C 10.9896 18.9000 8.7575
C 10.1750 19.3987 7.7614
C 8.9671 18.7928 7.4733
C 8.4774 17.7444 8.2458
C 9.3058 17.2055 9.2281
H 11.9018 19.3241 9.1106
H 10.4862 20.3286 7.3144
H 8.3284 19.1959 6.6681
H 7.5306 17.2868 8.0863
H 8.9565 16.4019 9.8600
*
```


[3]
C50H58BaCl3N8O3S2Sb2 as an isolated structure in a non-equilibrium geometry. Source: the OMol25 dataset; level of theory: the ωB97M-V functional and the def2-TZVPD basis.

The relative energy (zero: lowest compared OMol25 entry of this formula, charge and spin) comes out at 18.3 kcal/mol. The calculation puts the lowest unoccupied orbital energy at -1.766 eV. For the molar mass, the calculation gives 1370.41 g mol⁻¹.

```
! wB97M-V def2-TZVPD RIJCOSX def2/J DEFGRID3
* xyz 1 1
Ba -0.5858 0.2799 0.5087
N -1.8454 3.0993 2.1976
C -2.1862 4.3211 1.6237
C -1.7438 5.5072 2.1335
C -2.0301 6.7322 1.4772
C -2.7386 6.7667 0.3187
C -3.2134 5.5435 -0.2339
C -3.9501 5.4866 -1.4430
C -4.3636 4.2882 -1.9258
C -4.0476 3.1176 -1.1951
N -3.3796 3.1145 -0.0721
C -2.9535 4.3289 0.4124
H -2.4433 2.3109 1.9966
H -1.5509 3.1356 3.1585
H -1.1614 5.5125 3.0473
H -1.6612 7.6493 1.9185
H -2.9461 7.7008 -0.1864
H -4.1699 6.4082 -1.9703
H -4.9220 4.2151 -2.8493
H -4.3619 2.1585 -1.5897
C 2.6943 -2.6482 1.4123
Sb 1.3520 -1.2594 2.3939
C 0.2464 -2.7229 3.4738
C 2.7916 -0.6668 3.9340
C 2.5454 -1.2666 5.3065
C 2.9897 -2.5623 5.5678
C 2.7441 -3.1891 6.7783
C 2.0368 -2.5097 7.7654
C 1.6095 -1.2149 7.5239
C 1.8591 -0.5720 6.3090
C 1.3759 0.8486 6.1288
Sb -0.3159 1.0476 4.8381
C -1.0298 2.8792 5.6320
C -1.5729 -0.2506 5.9589
H 3.7124 -2.4458 1.7455
H 2.6497 -2.5267 0.3298
H 2.4455 -3.6764 1.6774
H 0.8802 -3.3244 4.1220
H -0.2423 -3.3265 2.7085
H -0.5332 -2.2466 4.0690
H 2.7855 0.4222 3.9543
H 3.7604 -0.9858 3.5478
H 3.5383 -3.0908 4.7945
H 3.1005 -4.1955 6.9529
H 1.8322 -2.9777 8.7191
H 1.0779 -0.6725 8.2979
H 2.1627 1.5009 5.7468
H 1.0496 1.2549 7.0879
H -0.9359 2.8214 6.7172
H -2.0817 3.0202 5.3779
H -0.4569 3.7303 5.2627
H -1.7156 0.1581 6.9610
H -1.0981 -1.2287 6.0402
H -2.5410 -0.3677 5.4721
C 3.6724 1.5808 0.3731
C 2.6329 2.4841 -0.1914
N 1.3464 2.4174 0.0671
C 0.7556 3.4307 -0.6816
C 1.6976 4.1047 -1.3832
N 2.8926 3.4898 -1.0605
H 3.1857 0.8758 1.0451
H 4.4209 2.1273 0.9481
H 4.1849 1.0101 -0.4024
H -0.3048 3.6339 -0.6410
H 1.6417 4.9471 -2.0492
H 3.8028 3.7447 -1.4056
Cl 5.5847 1.8830 -8.4346
C 4.1920 1.3369 -7.5403
C 3.3539 0.3866 -8.0948
C 2.2593 -0.0495 -7.3642
C 1.9865 0.4355 -6.0895
C 0.8057 -0.0760 -5.2779
C -0.3429 0.8968 -5.2907
N -1.2444 0.6628 -4.1635
C -2.2356 -0.2692 -3.9489
C -2.5408 -0.1784 -2.6248
N -1.7322 0.7663 -2.0144
C -0.9694 1.2292 -2.9687
O 0.3111 -1.3184 -5.7532
C 0.9190 -2.4612 -5.1276
C 2.3296 -2.6675 -5.5804
C 3.4451 -2.2544 -4.9173
Cl 3.5027 -1.5072 -3.3594
S 4.8810 -2.5221 -5.7687
C 4.0351 -3.2374 -7.0638
C 2.6938 -3.2597 -6.8338
C 2.8483 1.4052 -5.5936
Cl 2.5619 2.1152 -4.0011
C 3.9517 1.8666 -6.2881
H 3.5649 -0.0098 -9.0780
H 1.6146 -0.8096 -7.7819
H 1.1427 -0.1819 -4.2392
H -0.8970 0.8679 -6.2283
H 0.0338 1.9096 -5.1514
H -2.6167 -0.8809 -4.7483
H -3.2859 -0.7247 -2.0682
H -0.1955 1.9780 -2.8694
H 0.2925 -3.3001 -5.4238
H 0.8646 -2.3580 -4.0415
H 4.5703 -3.6074 -7.9236
H 1.9755 -3.6650 -7.5342
H 4.6072 2.6114 -5.8619
C 0.2089 -3.4617 -1.3028
C -0.0116 -2.1472 -0.6398
O 0.6296 -1.1088 -1.0180
O -0.8547 -2.0882 0.3286
H 0.9985 -3.4125 -2.0478
H -0.7260 -3.7937 -1.7602
H 0.4553 -4.2094 -0.5463
N -4.7335 -0.0799 0.4608
C -4.0979 -0.9616 1.2557
S -3.0600 -0.4172 2.4888
N -4.3292 -2.2552 0.9689
C -3.7412 -3.4226 1.5734
C -3.3274 -4.4121 0.6981
C -2.7692 -5.5807 1.1925
C -2.6231 -5.7474 2.5640
C -3.0631 -4.7531 3.4279
C -3.6367 -3.5854 2.9411
H -4.6085 0.9000 0.6695
H -5.5381 -0.3527 -0.0801
H -4.8325 -2.4380 0.1136
H -3.4205 -4.2606 -0.3716
H -2.4417 -6.3510 0.5063
H -2.1805 -6.6518 2.9598
H -2.9666 -4.8805 4.4985
H -3.9880 -2.8197 3.6157
*
```


[4]
A 8-piece molecular cluster, C50H58NO6PS4 overall in a non-equilibrium geometry. Source: the OMol25 dataset; level of theory: the ωB97M-V functional and the def2-TZVPD basis.

The calculation puts the lowest unoccupied orbital energy at 0.075 eV. For the molar mass, the calculation gives 928.26 g mol⁻¹.

```
! wB97M-V def2-TZVPD RIJCOSX def2/J DEFGRID3
* xyz 0 1
O 1.1503 0.0406 0.2837
S 1.1885 -0.9231 -0.7846
O -0.2744 -1.4019 -1.1360
C -1.3289 -0.4205 -1.3663
C -2.6392 -1.0223 -0.8963
C -3.3467 -1.8017 -1.9943
S -4.9311 -2.5337 -1.4808
C -5.8762 -1.0405 -1.1237
S -6.0693 -0.5857 0.4443
N -6.4710 -0.4036 -2.1609
C -6.0691 -0.5972 -3.5604
C -5.4196 0.6712 -4.0759
O -6.4165 1.6612 -4.2378
C -7.3123 1.7473 -3.1332
C -6.8785 0.9909 -1.8873
O 1.3361 -0.0083 -2.2143
P 2.6635 0.7150 -2.7432
O 3.6946 -0.4991 -2.8936
O 3.2661 1.4093 -1.4467
S 2.3503 1.8078 -4.2735
H -1.0898 0.4912 -0.8215
H -1.3251 -0.2135 -2.4365
H -2.4458 -1.6776 -0.0458
H -3.2865 -0.2181 -0.5411
H -2.7615 -2.6691 -2.3053
H -3.4830 -1.1660 -2.8714
H -6.9694 -0.7544 -4.1613
H -5.4642 -1.4889 -3.6676
H -4.6302 1.0181 -3.3951
H -4.9832 0.5072 -5.0603
H -8.3018 1.4248 -3.4699
H -7.3937 2.7958 -2.8384
H -6.0437 1.5008 -1.3989
H -7.7041 0.9904 -1.1787
H 3.7447 -0.7893 -3.8178
H 3.3521 2.3626 -1.5864
C 1.6463 5.5953 -3.5237
C 2.2149 6.3087 -2.4772
C 2.1581 7.6954 -2.4659
C 1.5288 8.3707 -3.5025
C 0.9577 7.6589 -4.5486
C 1.0178 6.2723 -4.5599
H 1.6913 4.5134 -3.5372
H 2.7036 5.7851 -1.6647
H 2.6044 8.2499 -1.6504
H 1.4860 9.4529 -3.4943
H 0.4648 8.1849 -5.3569
H 0.5747 5.7174 -5.3771
C 3.3732 -2.5331 2.5934
C 2.0313 -2.2674 2.8302
C 1.3519 -2.9622 3.8218
C 2.0128 -3.9201 4.5782
C 3.3545 -4.1855 4.3401
C 4.0345 -3.4935 3.3471
H 3.9033 -1.9889 1.8215
H 1.5177 -1.5135 2.2471
H 0.3045 -2.7533 4.0044
H 1.4807 -4.4604 5.3519
H 3.8706 -4.9327 4.9294
H 5.0806 -3.7029 3.1625
C -1.4653 10.7185 -5.0602
C -1.1262 10.9051 -6.3931
C -1.9940 11.5774 -7.2426
C -3.1996 12.0652 -6.7577
C -3.5378 11.8798 -5.4241
C -2.6711 11.2055 -4.5752
H -0.7895 10.1929 -4.3974
H -0.1838 10.5282 -6.7709
H -1.7306 11.7215 -8.2826
H -3.8760 12.5907 -7.4195
H -4.4778 12.2611 -5.0464
H -2.9353 11.0581 -3.5360
C 4.7891 -3.6189 -4.4889
C 6.0839 -3.1431 -4.3373
C 7.1444 -3.8326 -4.9091
C 6.9078 -4.9950 -5.6294
C 5.6119 -5.4703 -5.7781
C 4.5507 -4.7824 -5.2070
H 3.9591 -3.0912 -4.0342
H 6.2684 -2.2390 -3.7703
H 8.1554 -3.4651 -4.7903
H 7.7350 -5.5325 -6.0747
H 5.4293 -6.3775 -6.3395
H 3.5400 -5.1526 -5.3205
C -1.8845 -5.2385 7.5753
C -2.4971 -6.4791 7.4644
C -2.6422 -7.0734 6.2183
C -2.1722 -6.4288 5.0824
C -1.5591 -5.1887 5.1939
C -1.4166 -4.5923 6.4392
H -1.7734 -4.7740 8.5467
H -2.8622 -6.9831 8.3501
H -3.1221 -8.0400 6.1326
H -2.2821 -6.8929 4.1108
H -1.1905 -4.6868 4.3082
H -0.9418 -3.6225 6.5247
C -4.0229 2.2376 4.2106
C -2.7862 2.4961 4.7864
C -1.6443 1.8888 4.2829
C -1.7372 1.0203 3.2034
C -2.9755 0.7622 2.6306
C -4.1175 1.3718 3.1296
H -4.9131 2.7115 4.6043
H -2.7124 3.1726 5.6284
H -0.6804 2.0897 4.7332
H -0.8470 0.5478 2.8090
H -3.0596 0.0780 1.7967
H -5.0799 1.1623 2.6806
C 7.0080 -5.7234 7.4391
C 5.6979 -5.2914 7.2849
C 4.6522 -6.1982 7.3908
C 4.9148 -7.5357 7.6530
C 6.2251 -7.9669 7.8077
C 7.2713 -7.0612 7.6998
H 7.8240 -5.0169 7.3564
H 5.4906 -4.2481 7.0820
H 3.6297 -5.8621 7.2697
H 4.0982 -8.2413 7.7360
H 6.4309 -9.0098 8.0125
H 8.2931 -7.3983 7.8187
*
```


| no. | DFT total energy (eV) |
| --- | --- |
| 1 | -197145.083 |
| 2 | -90402.836 |
| 3 | -143861.351 |
| 4 | -119197.016 |